This record from OMol25 describes an isolated molecule of C4H5NO2 at a distorted geometry. The level of theory is the ωB97M-V functional and the def2-TZVPD basis.

Atoms and positions in Å:
O: -1.30 0.70 2.61
C: -1.20 0.05 1.60
C: -0.03 0.19 0.67
C: 0.51 -1.02 0.00
N: -0.29 0.06 -0.73
C: 0.52 0.67 -1.69
O: 0.52 0.32 -2.84
H: -1.94 -0.71 1.30
H: 0.68 0.96 0.94
H: -0.22 -1.66 -0.47
H: 1.59 -1.04 -0.12
H: 1.16 1.47 -1.28

Properties
Structure (SMILES): O=C[C@H]1CN1C=O
Highest occupied orbital energy (Ha): -0.38067
Relative energy (zero: lowest compared OMol25 entry of this formula, charge and spin) (kJ/mol): 309.8
Gap between HOMO and LUMO (eV): 10.97
LUMO level (eV): 0.6
Maximum force (eV/Å): 2.8

These are the Mulliken partial charges, in e, on atoms 1 to 4: -0.457 -0.297 0.478 -0.836

---

This record from OMol25 describes an isolated molecule of C4H5NO2. The level of theory is the ωB97M-V functional and the def2-TZVPD basis.

Atoms and positions in Å:
C: -1.56 -0.39 -0.71
C: -0.25 0.04 -0.14
C: 0.22 1.28 0.01
O: 1.50 1.24 0.53
C: 1.77 -0.05 0.88
O: 2.65 -0.35 1.65
N: 0.78 -0.81 0.29
H: -1.44 -0.53 -1.79
H: -1.98 -1.31 -0.28
H: -2.27 0.43 -0.56
H: -0.28 2.24 0.07
H: 0.87 -1.78 0.04

Properties
Structure (SMILES): Cc1coc(=O)[nH]1
Highest occupied orbital energy (Ha): -0.31675
Relative energy (zero: lowest compared OMol25 entry of this formula, charge and spin) (kJ/mol): 31.7
Gap between HOMO and LUMO (eV): 9.32
LUMO level (eV): 0.7
Maximum force (eV/Å): 0.9

These are the Mulliken partial charges, in e, on atoms 1 to 4: -1.108 0.601 -0.422 -0.304

---

This record from OMol25 describes an isolated molecule of C4H5NO2. The level of theory is the ωB97M-V functional and the def2-TZVPD basis.

Atoms and positions in Å:
C: -1.52 -0.36 -0.74
C: -0.20 0.10 -0.25
C: 0.21 1.32 0.11
O: 1.42 1.24 0.76
C: 1.77 -0.10 0.87
O: 2.73 -0.52 1.46
N: 0.80 -0.77 0.16
H: -1.50 -0.75 -1.76
H: -1.90 -1.14 -0.08
H: -2.22 0.48 -0.70
H: -0.32 2.26 0.05
H: 0.73 -1.78 0.12

Properties
Structure (SMILES): Cc1coc(=O)[nH]1
Highest occupied orbital energy (Ha): -0.31712
Relative energy (zero: lowest compared OMol25 entry of this formula, charge and spin) (kJ/mol): 6.9
Gap between HOMO and LUMO (eV): 9.32
LUMO level (eV): 0.7
Maximum force (eV/Å): 0.7

These are the Mulliken partial charges, in e, on atoms 1 to 4: -1.089 0.459 -0.291 -0.326

---

This record from OMol25 describes a structure of composition C4H5NO2. The level of theory is the ωB97M-V functional and the def2-TZVPD basis.

Atoms and positions in Å:
N: 0.48 1.26 1.05
C: 0.15 0.26 0.10
C: -1.17 0.10 -0.64
C: -0.67 -1.00 0.20
O: 0.30 -1.78 -0.52
C: 1.15 -0.69 -0.54
O: 2.30 -0.67 -0.84
H: 0.36 2.19 0.69
H: 1.45 1.15 1.34
H: -2.04 0.55 -0.20
H: -1.17 0.04 -1.73
H: -1.15 -1.41 1.08

Properties
Highest occupied orbital energy (Ha): -0.34956
Relative energy (zero: lowest compared OMol25 entry of this formula, charge and spin) (kJ/mol): 188.7
Gap between HOMO and LUMO (eV): 10.42
LUMO level (eV): 0.9
Maximum force (eV/Å): 0.7

These are the Mulliken partial charges, in e, on atoms 1 to 4: -0.627 0.361 -0.709 -0.011

---

This record from OMol25 describes an isolated molecule of C4H5NO2. The level of theory is the ωB97M-V functional and the def2-TZVPD basis.

Atoms and positions in Å:
O: 1.09 -2.02 -1.26
C: -0.06 -1.67 -1.32
C: -0.60 -0.56 -0.44
O: -1.77 -0.24 -0.47
N: 0.38 0.02 0.35
C: 0.07 1.06 1.35
C: 0.74 1.71 0.20
H: -0.81 -2.12 -2.00
H: 0.63 0.91 2.27
H: -1.01 1.10 1.50
H: -0.06 2.00 -0.49
H: 1.32 -0.32 0.27

Properties
Highest occupied orbital energy (Ha): -0.31147
Relative energy (zero: lowest compared OMol25 entry of this formula, charge and spin) (kJ/mol): 425.2
Gap between HOMO and LUMO (eV): 7.46
LUMO level (eV): -1.0
Maximum force (eV/Å): 0.6

These are the Mulliken partial charges, in e, on atoms 1 to 4: -0.460 0.023 0.557 -0.514

---

This record from OMol25 describes an isolated molecule of C4H5NO2. The level of theory is the ωB97M-V functional and the def2-TZVPD basis.

Atoms and positions in Å:
O: 0.59 1.10 2.19
C: -0.03 1.36 1.19
C: 0.16 0.57 -0.08
C: 0.73 -0.84 0.11
N: 0.00 -1.65 -0.89
C: -0.97 -0.93 -1.26
O: -1.09 0.34 -0.76
H: -0.72 2.22 1.14
H: 0.78 1.17 -0.76
H: 1.81 -0.90 -0.04
H: 0.51 -1.23 1.11
H: -1.76 -1.22 -1.95

Properties
Structure (SMILES): O=C[C@H]1CN=CO1
Highest occupied orbital energy (Ha): -0.36735
Relative energy (zero: lowest compared OMol25 entry of this formula, charge and spin) (kJ/mol): 125.8
Gap between HOMO and LUMO (eV): 10.62
LUMO level (eV): 0.6
Maximum force (eV/Å): 0.6

These are the Mulliken partial charges, in e, on atoms 1 to 4: -0.460 -0.160 0.319 -0.480

---

This record from OMol25 describes an isolated molecule of C4H5NO2. The level of theory is the ωB97M-V functional and the def2-TZVPD basis.

Atoms and positions in Å:
C: -1.35 1.37 -2.48
C: -0.73 0.96 -1.54
C: -0.04 0.39 -0.40
N: 0.95 1.09 0.03
O: 1.60 0.54 1.13
O: -0.61 -0.76 -0.02
C: -0.13 -1.50 1.12
H: -1.86 1.75 -3.33
H: 2.27 1.22 1.32
H: -0.77 -2.36 1.15
H: -0.25 -0.90 2.02
H: 0.92 -1.79 0.99

Properties
Structure (SMILES): C#C/C(=N/O)OC
Highest occupied orbital energy (Ha): -0.33455
Relative energy (zero: lowest compared OMol25 entry of this formula, charge and spin) (kJ/mol): 433.1
Gap between HOMO and LUMO (eV): 9.90
LUMO level (eV): 0.8
Maximum force (eV/Å): 0.7

These are the Mulliken partial charges, in e, on atoms 1 to 4: 0.454 -0.451 0.106 -0.434

---

This record from OMol25 describes a structure of composition C4H5NO2 at a distorted geometry. The level of theory is the ωB97M-V functional and the def2-TZVPD basis.

Atoms and positions in Å:
O: -1.84 -0.30 1.28
C: -1.66 -0.18 0.09
C: -0.60 0.70 -0.48
C: 0.21 1.39 0.32
N: 1.85 -0.45 0.38
C: 1.08 -1.19 -0.22
O: 0.31 -1.84 -0.81
H: -2.29 -0.72 -0.64
H: -0.49 0.72 -1.57
H: 0.99 2.05 -0.06
H: 0.09 1.33 1.40
H: 2.34 -1.51 0.30

Properties
Highest occupied orbital energy (Ha): -0.36517
Relative energy (zero: lowest compared OMol25 entry of this formula, charge and spin) (kJ/mol): 285.3
Gap between HOMO and LUMO (eV): 10.20
LUMO level (eV): 0.3
Maximum force (eV/Å): 3.7

These are the Mulliken partial charges, in e, on atoms 1 to 4: -0.505 0.106 -0.440 -0.526

---

This record from OMol25 describes an isolated molecule of C4H5NO2. The level of theory is the ωB97M-V functional and the def2-TZVPD basis.

Atoms and positions in Å:
O: 1.75 1.51 1.00
C: 2.03 0.49 0.43
C: 0.99 -0.55 -0.01
O: 1.35 -1.56 -0.58
N: -0.30 -0.30 0.41
C: -1.48 -0.73 -0.28
C: -1.20 0.73 -0.04
H: 3.06 0.19 0.17
H: -2.20 -1.27 0.35
H: -1.36 -1.12 -1.29
H: -0.89 1.35 -0.89
H: -1.74 1.26 0.74

Properties
Structure (SMILES): O=CC(=O)N1CC1
Highest occupied orbital energy (Ha): -0.36581
Relative energy (zero: lowest compared OMol25 entry of this formula, charge and spin) (kJ/mol): 187.0
Gap between HOMO and LUMO (eV): 9.71
LUMO level (eV): -0.2
Maximum force (eV/Å): 0.7

These are the Mulliken partial charges, in e, on atoms 1 to 4: -0.446 0.054 0.432 -0.539

---

This record from OMol25 describes an isolated molecule of C4H5NO2 at a distorted geometry. The level of theory is the ωB97M-V functional and the def2-TZVPD basis.

Atoms and positions in Å:
O: -2.56 0.78 0.45
C: -1.90 -0.11 -0.02
C: -0.41 0.02 -0.30
C: 0.51 0.89 0.50
N: 1.76 0.34 -0.12
C: 1.49 -0.90 -0.25
O: 0.20 -1.28 -0.16
H: -2.36 -1.10 -0.25
H: 0.20 0.40 -1.24
H: 0.32 1.95 0.30
H: 0.58 0.71 1.58
H: 2.19 -1.70 -0.48

Properties
Structure (SMILES): O=C[C@H]1CN=CO1
Highest occupied orbital energy (Ha): -0.37152
Relative energy (zero: lowest compared OMol25 entry of this formula, charge and spin) (kJ/mol): 251.8
Gap between HOMO and LUMO (eV): 10.64
LUMO level (eV): 0.5
Maximum force (eV/Å): 3.1

These are the Mulliken partial charges, in e, on atoms 1 to 4: -0.442 -0.196 0.124 -0.296

---

Q: Which value of highest occupied orbital energy does entry 6 give?
A: -0.36735 Ha